No. 1
92
Properties=species:S:1:pos:R:3 method="wB97M-V/def2-TZVPD" s_squared=0.758 e_homo_ev="-1.96 / -1.61" charge=-1 e_above_lowest_kj_mol=37.91 e_lumo_ev="2.646 / 2.646" energy_ha=-3131.5487 multiplicity=2
W -0.066 0.301 0.055
C 1.308 -0.400 3.086
C 1.715 1.068 2.912
C 0.686 2.001 3.544
P 1.861 1.271 1.041
C 2.695 2.955 0.894
C 3.422 3.007 -0.443
C 3.632 3.388 2.017
C 3.080 0.005 0.639
C 4.337 -0.080 1.236
C 5.273 -1.000 0.807
C 4.985 -1.778 -0.312
C 3.747 -1.719 -0.911
C 2.708 -0.918 -0.390
N 1.430 -0.922 -0.820
C 0.997 -1.663 -1.900
C 1.303 -3.007 -2.114
C 0.860 -3.669 -3.251
C 0.128 -2.988 -4.216
C -0.222 -1.666 -4.006
C 0.150 -1.001 -2.838
P -0.338 0.659 -2.291
C 0.724 1.693 -3.459
C 2.151 1.150 -3.381
C 0.660 3.167 -3.080
C -2.105 0.997 -2.836
C -2.543 2.335 -2.235
C -2.476 0.971 -4.316
H 0.924 -0.565 4.106
H 2.193 -1.038 2.945
H -0.598 -0.518 2.456
H 2.698 1.218 3.378
H -0.255 1.952 2.999
H 1.018 3.037 3.528
H 0.504 1.719 4.584
H 1.842 3.647 0.859
H 4.241 2.289 -0.456
H 3.829 4.001 -0.629
H 2.738 2.754 -1.246
H 4.510 2.747 2.057
H 3.142 3.376 2.986
H 3.974 4.408 1.831
H 4.573 0.580 2.061
H 6.230 -1.086 1.308
H 5.741 -2.445 -0.713
H 3.574 -2.307 -1.799
H 1.866 -3.553 -1.369
H 1.097 -4.716 -3.390
H -0.178 -3.495 -5.121
H -0.786 -1.141 -4.763
H 0.350 1.555 -4.482
H 2.394 0.888 -2.349
H 2.873 1.889 -3.735
H 2.252 0.250 -3.987
H 0.746 3.268 -1.998
H -0.285 3.606 -3.385
H 1.462 3.732 -3.561
H -2.660 0.204 -2.315
H -2.237 3.168 -2.866
H -2.105 2.467 -1.246
H -3.630 2.370 -2.138
H -1.813 1.606 -4.903
H -3.493 1.354 -4.429
H -2.458 -0.036 -4.723
O 0.357 -0.813 2.147
N -2.009 -0.162 2.832
C -2.645 -0.859 3.788
C -3.851 -0.480 4.319
C -4.459 0.687 3.844
C -3.828 1.395 2.824
C -2.611 0.937 2.335
S -1.792 1.806 1.079
H -2.125 -1.748 4.126
H -4.315 -1.072 5.096
H -5.407 1.016 4.248
H -4.256 2.288 2.393
S -1.946 -1.469 0.044
C -3.191 -2.339 -0.887
C -4.322 -2.766 -0.185
C -5.320 -3.452 -0.837
C -5.228 -3.703 -2.207
C -4.107 -3.256 -2.905
C -3.098 -2.576 -2.261
H -4.382 -2.565 0.876
H -6.173 -3.809 -0.275
H -6.018 -4.231 -2.721
H -4.017 -3.453 -3.965
H -2.223 -2.244 -2.802
C -0.942 -2.947 0.437
H -0.733 -3.495 -0.479
H -1.499 -3.577 1.130
H -0.022 -2.597 0.898

***

No. 2
97
Properties=species:S:1:pos:R:3 method="wB97M-V/def2-TZVPD" e_homo_ev=0.25 charge=-2 e_above_lowest_kj_mol=64.14 e_lumo_ev=3.484 energy_ha=-2881.5495 multiplicity=1
Pd 0.238 0.031 -0.206
C 3.064 -2.093 -0.953
C 3.770 -0.839 -0.430
C 5.020 -1.269 0.337
P 2.492 0.328 0.303
C 3.297 2.010 0.001
C 4.821 2.091 -0.041
C 2.778 3.018 1.022
C 2.488 0.302 2.153
C 3.586 0.010 2.949
C 3.547 -0.015 4.342
C 4.769 -0.366 5.151
C 2.324 0.260 4.946
C 1.211 0.595 4.202
C 1.251 0.677 2.788
N 0.205 1.015 2.016
C -0.891 1.708 2.344
C -0.965 2.719 3.340
C -2.127 3.429 3.577
C -3.294 3.196 2.853
C -4.559 3.970 3.113
C -3.235 2.214 1.864
C -2.090 1.488 1.570
P -2.009 0.204 0.251
C -2.652 -1.312 1.137
C -1.800 -1.563 2.383
C -4.131 -1.294 1.510
C -3.456 0.619 -0.855
C -3.226 1.955 -1.554
C -3.561 -0.502 -1.890
H 3.699 -2.592 -1.695
H 2.099 -1.850 -1.402
H 2.867 -2.788 -0.135
H 4.084 -0.251 -1.303
H 4.741 -1.885 1.193
H 5.624 -0.433 0.693
H 5.653 -1.884 -0.312
H 2.898 2.293 -0.979
H 5.250 1.819 0.927
H 5.130 3.120 -0.256
H 5.265 1.450 -0.805
H 3.214 2.826 2.006
H 1.698 2.935 1.135
H 3.038 4.040 0.722
H 4.531 -0.220 2.476
H 5.684 -0.075 4.629
H 4.840 -1.440 5.351
H 4.763 0.144 6.118
H 2.239 0.206 6.029
H 0.270 0.784 4.703
H -0.078 2.936 3.923
H -2.131 4.184 4.361
H -4.580 4.360 4.134
H -5.444 3.342 2.980
H -4.671 4.828 2.439
H -4.134 2.025 1.282
H -2.447 -2.126 0.434
H -2.075 -0.867 3.181
H -0.737 -1.442 2.171
H -1.959 -2.583 2.747
H -4.360 -0.426 2.135
H -4.381 -2.190 2.088
H -4.792 -1.272 0.640
H -4.391 0.664 -0.286
H -2.273 1.941 -2.086
H -3.200 2.784 -0.847
H -4.027 2.146 -2.277
H -2.586 -0.669 -2.355
H -4.282 -0.238 -2.671
H -3.873 -1.447 -1.443
C -1.651 5.112 0.194
C -0.204 4.621 0.178
C 0.031 3.585 -0.829
N 0.205 2.703 -1.546
H -1.752 5.936 0.901
H -2.311 4.309 0.515
H -1.966 5.454 -0.793
H 0.046 4.198 1.152
H 0.488 5.445 -0.014
O 0.926 -3.382 1.186
C 0.166 -3.570 0.224
O -0.275 -2.827 -0.670
C -0.339 -5.040 0.107
C -0.530 -5.619 -1.143
C -0.914 -6.945 -1.227
C -1.165 -7.729 -0.118
C -0.995 -7.112 1.108
C -0.569 -5.801 1.248
N -1.275 -7.916 2.317
O -1.509 -9.102 2.170
O -1.256 -7.353 3.390
N -1.080 -7.573 -2.563
O -1.436 -8.740 -2.602
O -0.854 -6.892 -3.543
H -0.383 -5.016 -2.028
H -1.476 -8.755 -0.205
H -0.390 -5.360 2.218

***

No. 3
99
Properties=species:S:1:pos:R:3 method="wB97M-V/def2-TZVPD" e_homo_ev=-0.82 charge=-2 e_above_lowest_kj_mol=5.97 e_lumo_ev=3.654 energy_ha=-5062.1588 multiplicity=1
K 1.361 -0.619 -0.064
Cl 1.924 -7.756 2.342
C 1.741 -6.012 2.240
C 2.602 -5.177 2.969
C 2.461 -3.818 2.902
C 1.455 -3.167 2.097
O 1.347 -1.917 2.062
C 0.589 -4.067 1.358
C -0.488 -3.640 0.496
N -0.797 -2.452 0.128
C -1.948 -2.280 -0.647
C -3.174 -2.815 -0.322
C -4.325 -2.520 -1.082
C -4.264 -1.677 -2.155
C -3.025 -1.098 -2.522
C -2.882 -0.171 -3.584
C -1.665 0.374 -3.848
C -0.550 -0.038 -3.076
N -0.637 -0.912 -2.105
C -1.861 -1.414 -1.787
C 0.761 -5.461 1.461
H 3.376 -5.619 3.584
H 3.124 -3.170 3.462
H -1.085 -4.483 0.111
H -3.258 -3.430 0.566
H -5.274 -2.952 -0.786
H -5.152 -1.426 -2.722
H -3.762 0.114 -4.152
H -1.514 1.137 -4.602
H 0.425 0.398 -3.277
H 0.095 -6.112 0.904
S 4.626 6.841 -3.447
C 3.732 5.500 -2.981
S 4.291 4.285 -1.915
C 2.861 3.258 -1.829
C 1.808 3.690 -2.576
S 0.227 3.016 -2.810
S 2.120 5.190 -3.458
S 3.019 1.855 -0.815
C 0.320 -2.709 -4.692
N 1.149 -3.147 -3.590
C 0.557 -4.162 -2.745
C 2.146 -2.363 -3.040
O 2.364 -2.378 -1.837
N 2.839 -1.564 -3.918
C 3.353 -2.107 -5.162
C 3.711 -0.555 -3.327
H -0.717 -2.615 -4.357
H 0.346 -3.419 -5.527
H 0.645 -1.734 -5.048
H 0.442 -5.092 -3.310
H -0.428 -3.853 -2.379
H 1.199 -4.335 -1.886
H 2.795 -2.980 -5.481
H 4.403 -2.401 -5.043
H 3.304 -1.350 -5.948
H 3.207 -0.007 -2.532
H 3.978 0.165 -4.100
H 4.627 -1.004 -2.928
C 1.916 3.730 2.452
C 0.409 3.805 2.191
C -0.253 4.720 3.221
C 0.209 4.367 0.779
Sb -0.315 1.723 2.150
C -2.361 1.899 1.335
C -2.202 1.865 -0.188
C -3.129 0.643 1.755
C -3.153 3.139 1.743
C -0.672 1.241 4.280
C -0.932 -0.269 4.320
C -1.808 1.988 4.969
C 0.636 1.512 5.026
H 2.332 4.746 2.424
H 2.417 3.146 1.675
H 2.153 3.300 3.426
H 0.134 5.741 3.102
H -0.036 4.408 4.244
H -1.336 4.762 3.102
H 0.732 5.327 0.694
H -0.841 4.547 0.546
H 0.618 3.707 0.006
H -1.708 0.943 -0.511
H -1.613 2.689 -0.594
H -3.194 1.888 -0.660
H -2.557 -0.268 1.551
H -4.061 0.578 1.179
H -3.393 0.651 2.813
H -2.687 4.053 1.378
H -3.265 3.220 2.825
H -4.160 3.088 1.305
H -1.870 -0.538 3.829
H -0.996 -0.604 5.366
H -0.134 -0.825 3.826
H -2.772 1.770 4.512
H -1.660 3.070 4.945
H -1.870 1.681 6.024
H 1.483 1.017 4.543
H 0.563 1.118 6.050
H 0.856 2.576 5.098

***

No. 4
95
Properties=species:S:1:pos:R:3 method="wB97M-V/def2-TZVPD" s_squared=0.777 e_homo_ev="0.70 / -1.39" charge=-2 e_above_lowest_kj_mol=60.70 e_lumo_ev="4.088 / 4.087" energy_ha=-2641.0703 multiplicity=2
Hg -0.290 0.895 -0.144
C -4.206 2.144 2.791
P -2.743 1.217 2.146
C -3.154 -0.464 2.758
C -1.477 1.707 3.370
C -0.508 0.784 3.771
C 0.489 1.162 4.658
C 0.550 2.463 5.137
C -0.390 3.393 4.722
C -1.397 3.015 3.844
H -4.167 3.190 2.486
H -4.278 2.090 3.880
H -5.104 1.707 2.349
H -3.277 -0.492 3.843
H -2.365 -1.165 2.478
H -4.080 -0.791 2.279
H -0.503 -0.227 3.379
H 1.243 0.438 4.939
H 1.353 2.760 5.801
H -0.328 4.421 5.061
H -2.113 3.759 3.513
C -0.372 -2.078 -5.266
N -0.313 -3.030 -4.181
C 0.233 -4.322 -4.519
P -0.385 -2.532 -2.587
O -0.687 -1.084 -2.551
N -1.513 -3.537 -1.883
C -1.892 -3.139 -0.520
C -2.686 -3.911 -2.658
N 1.049 -2.993 -1.896
C 1.186 -3.858 -0.730
C 2.139 -2.025 -2.029
H -1.096 -2.397 -6.026
H 0.606 -1.978 -5.756
H -0.668 -1.107 -4.875
H -0.378 -4.812 -5.287
H 0.255 -4.966 -3.642
H 1.260 -4.242 -4.903
H -1.053 -2.704 0.018
H -2.233 -4.014 0.037
H -2.694 -2.392 -0.549
H -2.403 -4.277 -3.644
H -3.381 -3.070 -2.783
H -3.211 -4.708 -2.126
H 0.391 -4.600 -0.715
H 1.164 -3.300 0.209
H 2.147 -4.377 -0.795
H 2.001 -1.424 -2.929
H 3.087 -2.564 -2.107
H 2.194 -1.351 -1.170
N -3.040 -5.992 2.043
C -2.191 -5.395 2.573
N -1.218 -4.804 3.241
C -0.840 -3.626 2.785
N -0.442 -2.587 2.439
C -2.019 5.129 -2.687
C -2.348 3.741 -3.251
C -3.864 3.624 -3.462
C -1.637 3.559 -4.599
C -1.895 2.708 -2.306
C -1.520 1.843 -1.541
H -2.367 5.911 -3.370
H -0.943 5.238 -2.546
H -2.498 5.271 -1.717
H -4.219 4.417 -4.129
H -4.390 3.703 -2.510
H -4.110 2.657 -3.903
H -1.950 4.337 -5.302
H -1.877 2.583 -5.023
H -0.556 3.613 -4.470
C 6.207 -1.584 1.252
C 5.828 -0.283 0.920
C 4.503 0.107 0.897
C 3.456 -0.801 1.220
C 3.867 -2.129 1.530
C 5.193 -2.503 1.549
C 2.066 -0.494 1.164
C 1.407 0.734 1.048
C 1.926 1.995 1.514
C 1.490 3.259 1.036
C 1.958 4.448 1.563
C 2.891 4.466 2.599
C 3.335 3.239 3.092
C 2.868 2.047 2.579
H 7.250 -1.874 1.274
H 6.589 0.449 0.663
H 4.251 1.121 0.612
H 3.098 -2.858 1.764
H 5.448 -3.528 1.799
H 1.422 -1.369 1.167
H 0.768 3.306 0.227
H 1.582 5.382 1.154
H 3.257 5.401 3.007
H 4.050 3.212 3.909
H 3.213 1.110 2.999

***

No. 5
95
Properties=species:S:1:pos:R:3 method="wB97M-V/def2-TZVPD" s_squared=2.025 e_homo_ev="-10.69 / -10.71" charge=+1 e_above_lowest_kj_mol=132.97 e_lumo_ev="-3.086 / -3.567" energy_ha=-2629.2344 multiplicity=3
W -0.353 -0.122 0.280
C 0.206 -1.503 2.004
C -0.563 -2.424 1.204
C 0.262 -2.768 0.104
C 1.510 -2.064 0.270
C 1.521 -1.372 1.467
C 2.681 -0.748 2.222
C 2.859 -1.536 3.528
C 3.972 -0.865 1.409
C 2.363 0.722 2.550
C 0.098 -3.859 -0.971
C 1.399 -4.050 -1.775
C -0.115 -5.225 -0.286
C -1.059 -3.560 -1.966
C -1.834 -3.038 1.823
C -2.540 -2.055 2.765
C -1.391 -4.224 2.701
C -2.898 -3.462 0.802
H -0.024 -1.270 3.026
H 2.381 -2.194 -0.355
H 3.047 -2.593 3.319
H 1.977 -1.465 4.169
H 3.715 -1.141 4.082
H 4.279 -1.914 1.332
H 4.776 -0.317 1.904
H 3.865 -0.472 0.398
H 1.623 0.792 3.352
H 1.962 1.248 1.683
H 3.264 1.245 2.879
H 2.210 -4.414 -1.136
H 1.747 -3.154 -2.287
H 1.220 -4.805 -2.541
H 0.633 -5.382 0.496
H 0.011 -6.013 -1.033
H -1.101 -5.344 0.150
H -1.747 -2.809 -1.583
H -1.629 -4.470 -2.174
H -0.671 -3.198 -2.919
H -1.949 -1.811 3.649
H -3.464 -2.523 3.116
H -2.809 -1.133 2.264
H -0.700 -3.881 3.477
H -0.893 -5.009 2.136
H -2.266 -4.659 3.191
H -3.309 -2.585 0.292
H -3.719 -3.953 1.330
H -2.537 -4.152 0.046
S -1.310 1.173 2.309
C -2.677 1.104 1.258
C -3.913 1.727 1.415
C -4.895 1.473 0.489
C -4.654 0.575 -0.559
C -3.415 0.008 -0.666
N -2.430 0.298 0.209
H -4.068 2.386 2.259
H -5.864 1.954 0.576
H -5.420 0.332 -1.282
H -3.177 -0.693 -1.451
I 0.895 -1.144 -5.797
C 0.026 -0.472 -4.062
C -1.001 0.442 -3.920
N -1.258 0.565 -2.616
N -0.422 -0.213 -1.896
C 0.363 -0.835 -2.767
H -1.547 1.007 -4.662
H -1.693 1.372 -2.129
H 1.149 -1.484 -2.438
O -1.718 5.319 -1.807
C -0.889 5.382 -0.752
C -0.442 6.639 -0.352
C 0.376 6.764 0.752
C 0.778 5.641 1.482
C 0.379 4.392 1.063
C -0.449 4.241 -0.058
C -0.836 2.893 -0.510
O -1.803 2.736 -1.292
O -0.113 1.911 -0.091
H -2.024 4.395 -1.880
H -0.768 7.505 -0.915
H 0.698 7.751 1.063
H 1.394 5.755 2.366
H 0.673 3.504 1.606
C 3.172 3.221 -1.136
C 2.446 3.666 -2.419
C 1.713 2.392 -2.883
O 1.912 1.396 -1.871
C 3.167 1.707 -1.267
H 2.594 3.510 -0.259
H 4.180 3.627 -1.051
H 3.150 4.000 -3.180
H 1.747 4.477 -2.215
H 2.121 2.026 -3.830
H 0.641 2.546 -3.003
H 3.986 1.363 -1.913
H 3.217 1.191 -0.313